# 1
{
  "formula": "C4H7NO2",
  "method": "ωB97M-V/def2-TZVPD",
  "multiplicity": 1,
  "de_lowest_ev": 3.474,
  "charge": 0,
  "energy_ev": -9843.806,
  "molar_mass_da": 101.10,
  "smiles": "C[C@H]1O[C@@H]1O.C#N",
  "species": ["C", "C", "C", "C", "N", "O", "O", "H", "H", "H", "H", "H", "H", "H"],
  "positions_angstrom": [[1.966, 0.118, -2.585], [-0.044, 0.259, 0.851], [-0.712, -0.398, -0.328], [-0.725, -0.159, 2.087], [2.262, 1.077, -2.049], [0.561, -0.793, 0.108], [-0.767, 0.318, -1.489], [1.876, -0.913, -2.860], [0.373, 1.227, 0.630], [-1.542, -1.150, -0.066], [-0.445, -1.156, 2.323], [-1.830, -0.155, 1.817], [-0.593, 0.544, 2.930], [-0.379, 1.180, -1.367]]
}

# 2
{
  "formula": "C4H7NO2",
  "method": "ωB97M-V/def2-TZVPD",
  "multiplicity": 1,
  "de_lowest_ev": 2.516,
  "charge": 0,
  "energy_ev": -9844.764,
  "molar_mass_da": 101.10,
  "smiles": "[H]/N=C1/CO[C@H](C)O1",
  "species": ["C", "C", "O", "C", "C", "N", "O", "H", "H", "H", "H", "H", "H", "H"],
  "positions_angstrom": [[-1.647, 0.821, -0.018], [-0.786, -0.365, 0.673], [-0.436, -1.414, -0.232], [0.983, -1.334, -0.341], [1.217, 0.133, -0.126], [2.005, 0.932, -0.694], [0.362, 0.460, 0.857], [-2.378, 1.255, 0.664], [-2.057, 0.424, -0.940], [-1.023, 1.705, -0.339], [-0.871, -0.910, 1.654], [1.319, -1.705, -1.303], [1.481, -1.877, 0.480], [1.829, 1.874, -0.335]]
}

# 3
{
  "formula": "C4H7NO2",
  "method": "ωB97M-V/def2-TZVPD",
  "multiplicity": 1,
  "de_lowest_ev": 5.555,
  "charge": 0,
  "energy_ev": -9841.725,
  "molar_mass_da": 101.10,
  "species": ["O", "C", "C", "O", "C", "N", "C", "H", "H", "H", "H", "H", "H", "H"],
  "positions_angstrom": [[1.743, 0.650, -0.790], [0.458, 0.898, -0.634], [-0.430, -0.816, -0.972], [-0.186, -1.700, 0.098], [-0.011, -1.157, 1.332], [0.026, 0.046, 1.705], [-0.088, 1.142, 0.762], [0.809, -0.251, -1.153], [-0.070, 1.477, -1.416], [-1.441, -0.398, -0.961], [-0.300, -1.393, -1.897], [0.103, -1.960, 2.058], [-1.129, 1.486, 0.726], [0.516, 1.977, 1.140]]
}

# 4
{
  "formula": "C4H7NO2",
  "method": "ωB97M-V/def2-TZVPD",
  "multiplicity": 1,
  "de_lowest_ev": 2.658,
  "charge": 0,
  "energy_ev": -9844.622,
  "molar_mass_da": 101.10,
  "smiles": "C=NC=O.C=CO",
  "species": ["O", "C", "C", "O", "C", "N", "C", "H", "H", "H", "H", "H", "H", "H"],
  "positions_angstrom": [[1.242, 0.760, 1.469], [1.762, -0.041, 0.502], [1.327, -1.246, 0.141], [-1.823, -1.254, -0.106], [-2.214, -0.116, 0.004], [-1.395, 1.022, -0.065], [-0.562, 1.092, -1.021], [0.386, 0.405, 1.747], [2.603, 0.448, 0.018], [1.809, -1.776, -0.673], [0.474, -1.725, 0.612], [-3.260, 0.125, 0.249], [-0.512, 0.351, -1.825], [0.143, 1.925, -1.048]]
}

Number 1 is which compound?
C4H7NO2